89
Properties=species:S:1:pos:R:3:lowdin_charge:R:1 method="wB97M-V/def2-TZVPD" e_homo_ha="-0.49932 / -0.50180" total_charge=+2 spin_multiplicity=2 gap_ha="0.2528 / 0.2353" total_energy_ha=-2710.7159 e_above_lowest_ev=0.262
Re -0.7735 -0.3447 0.2458 1.512
O 2.2876 -2.4473 2.7176 0.214
C 1.2184 -1.9864 2.1288 -0.425
O 1.2165 -1.3707 1.0708 -0.044
C -0.0791 -2.2596 2.7711 -0.157
C -0.3307 -3.0014 3.9107 0.067
C -1.6596 -3.1780 4.2887 0.024
C -2.6700 -2.6421 3.5004 0.074
C -2.3091 -1.9305 2.3664 -0.165
N -1.0469 -1.7272 2.0281 0.037
C -3.2684 -1.3762 1.3349 -0.529
O -4.4476 -1.2905 1.5014 0.180
O -2.6178 -1.0484 0.2211 -0.241
H 3.0857 -2.2283 2.2079 0.165
H 0.4873 -3.4297 4.4726 0.140
H -1.8994 -3.7462 5.1761 0.133
H -3.7190 -2.7706 3.7295 0.144
N -2.6539 3.7447 5.9778 0.193
C -2.8909 3.9319 4.6628 -0.498
O -3.4234 4.9075 4.1871 0.108
C -2.4009 2.8407 3.7334 -0.089
C -1.2124 2.1445 3.9179 0.025
C -0.8052 1.2517 2.9467 -0.109
N -1.5088 1.0197 1.8311 -0.062
C -2.6734 1.6745 1.6674 -0.076
C -3.1429 2.5885 2.5840 0.056
H -3.0029 4.4404 6.6183 0.130
H -2.3741 2.8548 6.3486 0.107
H -0.5824 2.3143 4.7799 0.127
H 0.1293 0.7182 3.0417 0.095
H -3.2305 1.4529 0.7672 0.123
H -4.0640 3.1240 2.4037 0.141
C 3.2409 4.8165 -0.2404 -0.066
C 3.5191 4.0433 -1.5249 -0.397
C 2.3834 4.1925 -2.5295 -0.058
C 3.8331 2.5680 -1.2535 -0.083
N 2.7723 1.9019 -0.5023 -0.047
C 1.6772 1.2861 -0.9360 -0.110
N 0.9919 0.8948 0.1211 -0.147
N 1.7007 1.2782 1.2008 0.032
N 2.7508 1.8825 0.8353 0.124
H 3.1865 5.8825 -0.4548 0.091
H 4.0183 4.6609 0.5072 0.086
H 2.2848 4.5260 0.2007 0.071
H 4.4346 4.4385 -1.9746 0.147
H 1.4534 3.7625 -2.1445 0.055
H 2.6158 3.7158 -3.4826 0.088
H 2.1814 5.2446 -2.7225 0.093
H 4.7399 2.4348 -0.6660 0.140
H 3.9344 2.0078 -2.1846 0.128
H 1.3930 1.1688 -1.9648 0.137
C -0.7230 -1.3929 -3.3029 -0.210
P -0.0900 -1.8531 -1.6604 0.968
C 1.7123 -1.9541 -1.9336 -0.367
C 2.3440 -1.1173 -2.8496 -0.118
C 3.7160 -1.1912 -3.0461 -0.065
C 4.4703 -2.1123 -2.3360 -0.052
C 3.8449 -2.9679 -1.4375 -0.054
C 2.4773 -2.8871 -1.2352 -0.100
C -0.5753 -3.5951 -1.5080 -0.356
C -0.1309 -4.4864 -2.4879 -0.082
C -0.4948 -5.8192 -2.4350 -0.046
C -1.3024 -6.2803 -1.4021 -0.047
C -1.7432 -5.4036 -0.4251 -0.056
C -1.3806 -4.0652 -0.4792 -0.084
H -0.2151 -1.9858 -4.0621 0.064
H -0.5882 -0.3317 -3.5044 0.047
H -1.7885 -1.6151 -3.3423 0.064
H 1.7717 -0.4192 -3.4492 0.099
H 4.1891 -0.5496 -3.7776 0.115
H 5.5367 -2.1837 -2.5003 0.117
H 4.4230 -3.7168 -0.9125 0.116
H 1.9961 -3.5839 -0.5591 0.111
H 0.5119 -4.1451 -3.2902 0.115
H -0.1494 -6.5007 -3.1996 0.119
H -1.5881 -7.3223 -1.3650 0.118
H -2.3808 -5.7573 0.3738 0.113
H -1.7504 -3.3852 0.2723 0.067
F -3.2244 3.7452 -3.7291 0.113
C -2.6912 2.8768 -2.8784 -0.264
C -1.6880 3.2996 -2.0229 0.009
C -1.1421 2.3842 -1.1411 -0.130
C -1.5302 1.0230 -1.1033 -0.352
C -2.5980 0.6864 -1.9647 -0.127
C -3.1723 1.5796 -2.8458 0.024
H -1.3753 4.3345 -2.0407 0.129
H -0.4135 2.7670 -0.4391 0.090
H -3.0146 -0.3104 -1.9111 0.097
H -3.9920 1.2994 -3.4927 0.135

***

86
Properties=species:S:1:pos:R:3:lowdin_charge:R:1 method="wB97M-V/def2-TZVPD" e_homo_ha="-0.37227 / -0.37119" total_charge=+1 spin_multiplicity=2 gap_ha="0.2776 / 0.2805" total_energy_ha=-3444.6532 e_above_lowest_ev=1.388
Mn -0.0624 0.0136 -0.8685 0.730
C 1.6552 2.3693 3.5518 -0.007
C 1.8695 1.9308 2.1430 -0.280
C 2.6931 2.4593 1.2325 0.035
C 2.5817 1.6897 -0.0239 -0.281
N 1.4890 0.6590 0.2717 -0.040
N 1.1459 0.8558 1.6532 0.061
B -0.2023 0.3636 2.1138 -0.498
N -1.3448 1.1590 1.3654 0.065
N -1.3622 1.1422 0.0061 0.013
C -2.3794 1.9149 -0.4048 -0.190
C -3.0029 2.4652 0.7119 0.051
C -2.3198 1.9600 1.8104 -0.242
C -2.5698 2.1935 3.2617 -0.001
C -2.7386 2.0525 -1.8305 -0.144
C -1.9775 1.5122 -2.8635 -0.046
C -2.3594 1.6312 -4.1894 -0.068
C -3.5250 2.3112 -4.5127 -0.069
C -4.2958 2.8580 -3.4981 -0.059
C -3.9082 2.7261 -2.1739 -0.017
N -0.3805 -1.1256 1.7106 0.066
N -0.4720 -1.3883 0.3929 0.004
C -0.7935 -2.6683 0.2351 -0.235
C -0.8978 -3.2617 1.4959 0.043
C -0.6344 -2.2455 2.4051 -0.245
C -0.6216 -2.2789 3.8953 -0.007
C -0.9961 -3.2144 -1.1148 -0.174
C -1.6202 -4.4455 -1.2838 -0.021
C -1.8372 -4.9631 -2.5528 -0.084
C -1.4260 -4.2637 -3.6759 -0.075
C -0.8036 -3.0306 -3.5274 -0.052
C -0.5978 -2.5236 -2.2576 -0.071
C 2.6349 2.3812 -1.3410 -0.143
C 3.6361 3.3111 -1.6082 -0.013
C 3.6948 3.9348 -2.8443 -0.058
C 2.7583 3.6474 -3.8307 -0.069
C 1.7558 2.7249 -3.5769 -0.055
C 1.7168 2.1100 -2.3368 -0.036
H 2.3616 3.1561 3.8066 0.089
H 1.7890 1.5389 4.2453 0.092
H 0.6449 2.7556 3.6916 0.072
H 3.3283 3.3170 1.3723 0.117
H -0.3411 0.4934 3.2958 0.122
H -3.8443 3.1349 0.7391 0.115
H -3.4366 2.8392 3.3840 0.088
H -1.7183 2.6735 3.7438 0.076
H -2.7615 1.2569 3.7845 0.088
H -1.0423 0.9894 -2.6746 0.059
H -1.7457 1.1965 -4.9678 0.109
H -3.8294 2.4111 -5.5456 0.110
H -5.2089 3.3868 -3.7360 0.112
H -4.5303 3.1477 -1.3959 0.111
H -1.1512 -4.2815 1.7299 0.112
H -0.7980 -3.2950 4.2424 0.084
H -1.3972 -1.6380 4.3151 0.086
H 0.3357 -1.9385 4.2898 0.090
H -1.9622 -4.9937 -0.4147 0.116
H -2.3400 -5.9157 -2.6622 0.112
H -1.5901 -4.6713 -4.6645 0.112
H -0.4720 -2.4738 -4.3929 0.114
H -0.0724 -1.5571 -2.2233 0.066
H 4.3731 3.5456 -0.8505 0.119
H 4.4783 4.6544 -3.0412 0.112
H 2.8092 4.1440 -4.7901 0.110
H 1.0114 2.4946 -4.3274 0.106
H 0.9350 1.3875 -2.1186 0.051
C 2.0099 -7.0839 1.8883 0.000
C 1.8957 -6.4730 0.5312 -0.269
C 1.5221 -7.1290 -0.6012 0.029
C 1.4651 -6.3826 -1.8019 -0.298
N 1.7462 -5.0995 -1.8743 0.125
C 2.1175 -4.4368 -0.7508 -0.811
S 2.5098 -2.8123 -0.7118 0.688
N 2.1766 -5.1552 0.4198 0.101
C 1.0587 -7.0444 -3.0820 -0.008
H 1.9181 -8.1648 1.8266 0.090
H 1.2210 -6.7045 2.5405 0.093
H 2.9700 -6.8395 2.3443 0.096
H 1.2930 -8.1833 -0.5778 0.122
H 2.4678 -4.6221 1.2283 0.136
H 1.0930 -8.1300 -3.0160 0.083
H 1.6992 -6.6990 -3.8912 0.094
H 0.0384 -6.7409 -3.3237 0.066
C 2.8934 0.2381 0.0699 -0.057
H 3.0521 -0.3112 -0.8481 0.051
H 3.3909 -0.1321 0.9556 0.134

***

82
Properties=species:S:1:pos:R:3:lowdin_charge:R:1 method="wB97M-V/def2-TZVPD" e_homo_ha="-0.21079 / -0.22937" total_charge=0 spin_multiplicity=3 gap_ha="0.2207 / 0.2405" total_energy_ha=-4035.5820 e_above_lowest_ev=0.000
Ti 0.9701 -0.0549 0.2229 0.568
C 5.9940 -0.1631 -1.4316 -0.088
C 5.4107 0.5087 -2.4304 -0.143
C 5.6621 0.1924 -3.8849 -0.188
C 5.6487 -1.3011 -4.2869 -0.176
C 4.8705 -2.2399 -3.4181 -0.128
C 5.3473 -2.8461 -2.3291 -0.114
C 6.6883 -2.5980 -1.7155 -0.181
C 7.1134 -1.1229 -1.6644 -0.188
C -0.9075 -1.3342 0.1090 -0.290
H 5.7793 0.0422 -0.3768 0.094
H 4.8819 1.4539 -2.2573 0.080
H 6.6438 0.5993 -4.1849 0.118
H 4.9179 0.7077 -4.5127 0.091
H 5.1900 -1.3500 -5.2879 0.112
H 6.6873 -1.6506 -4.4238 0.113
H 3.9515 -2.5956 -3.8966 0.092
H 4.9116 -3.7835 -1.9805 0.071
H 7.4634 -3.1658 -2.2634 0.122
H 6.6884 -3.0048 -0.6917 0.109
H 7.8220 -1.0244 -0.8328 0.113
H 7.6749 -0.8792 -2.5791 0.107
H -1.1264 -1.2411 1.1911 0.001
H -1.1770 -2.3702 -0.1449 -0.011
H -1.6508 -0.7110 -0.4212 0.009
P 2.3586 1.2736 -1.2667 0.982
P 0.9770 -1.9637 -1.3445 0.925
C 2.6566 0.0438 -2.5133 -0.298
C 2.1764 -1.2357 -2.4624 -0.299
C 1.9843 2.8370 -2.0772 -0.340
C 2.6366 3.1586 -3.2769 -0.085
C 2.3499 4.3700 -3.9082 -0.078
C 1.3911 5.2340 -3.3663 -0.076
C 0.7132 4.8968 -2.1844 -0.067
C 1.0131 3.7079 -1.5370 -0.077
C 3.6025 1.5724 0.0448 -0.353
C 3.8788 0.5486 0.9829 -0.142
C 4.6254 0.8528 2.1292 -0.076
C 5.0651 2.1600 2.3531 -0.080
C 4.7874 3.1735 1.4304 -0.069
C 4.0542 2.8849 0.2817 -0.074
C -0.1501 -2.7673 -2.5230 -0.332
C -0.9432 -1.9239 -3.3222 -0.080
C -1.8988 -2.4743 -4.1755 -0.077
C -2.0472 -3.8662 -4.2592 -0.085
C -1.2204 -4.7032 -3.5023 -0.082
C -0.2711 -4.1611 -2.6336 -0.068
C 1.6637 -3.3171 -0.3193 -0.334
C 1.1569 -3.6403 0.9517 -0.076
C 1.7850 -4.6160 1.7285 -0.076
C 2.9416 -5.2487 1.2594 -0.084
C 3.4421 -4.9446 -0.0156 -0.076
C 2.7627 -4.0199 -0.8106 -0.115
H 3.0764 0.4080 -3.4545 0.055
H 2.3458 -1.8617 -3.3364 0.048
H 3.3587 2.4657 -3.7015 0.083
H 2.8783 4.6266 -4.8250 0.103
H 1.1612 6.1704 -3.8708 0.102
H -0.0456 5.5578 -1.7664 0.108
H 0.5013 3.4389 -0.6132 0.057
H 3.5676 -0.4900 0.7904 0.104
H 4.8538 0.0689 2.8493 0.109
H 5.6270 2.3943 3.2590 0.105
H 5.1380 4.1916 1.6044 0.107
H 3.7981 3.6723 -0.4288 0.106
H -0.8138 -0.8473 -3.2645 0.112
H -2.5345 -1.8216 -4.7774 0.105
H -2.8111 -4.2947 -4.9140 0.103
H -1.3213 -5.7897 -3.5852 0.105
H 0.3653 -4.8131 -2.0431 0.100
H 0.2743 -3.1235 1.3270 0.087
H 1.3789 -4.8847 2.7078 0.108
H 3.4538 -5.9859 1.8834 0.103
H 4.3484 -5.4376 -0.3759 0.105
H 3.0879 -3.8056 -1.8236 0.077
Cl -2.0903 2.1509 3.3437 0.605
C -1.5197 2.6416 1.7238 -0.965
Cl -0.6994 4.2264 1.7733 0.613
C -0.5502 1.6156 1.1474 -0.740
O -0.4459 1.4229 -0.1110 -0.158
O 0.2048 0.9248 1.9081 -0.123
H -2.3933 2.7270 1.0748 0.074

***

78
Properties=species:S:1:pos:R:3:lowdin_charge:R:1 method="wB97M-V/def2-TZVPD" e_homo_ha=-0.35916 total_charge=+1 gap_ha=0.1635 total_energy_ha=-1851.9480 e_above_lowest_ev=0.249
C 6.1618 -6.7825 -1.3349 -0.033
O 5.8922 -5.3717 -1.2588 -0.041
C 4.6133 -4.9291 -1.3253 -0.213
C 4.4239 -3.5598 -1.0035 0.029
C 3.1680 -3.0474 -0.8295 0.018
C 1.9963 -3.8671 -1.0089 -0.175
C 0.6986 -3.3528 -0.7517 0.124
C -0.5185 -4.0993 -0.8368 -0.187
C -1.7347 -3.4763 -1.2359 0.011
C -2.8908 -4.2119 -1.4156 -0.014
C -2.9164 -5.6015 -1.2017 -0.232
C -4.2066 -6.3600 -1.3378 -0.032
C -1.7330 -6.2335 -0.8151 -0.014
C -0.5659 -5.5158 -0.5966 -0.006
C 2.2247 -5.1806 -1.5482 0.010
C 3.4909 -5.7288 -1.6486 0.025
H 7.2420 -6.8401 -1.2072 0.103
H 5.6598 -7.3427 -0.5319 0.108
H 5.8750 -7.1943 -2.3131 0.102
H 5.3194 -2.9574 -0.8506 0.138
H 3.0320 -1.9863 -0.5917 0.121
H 0.6352 -2.2771 -0.6109 0.125
H -1.7081 -2.4130 -1.5019 0.131
H -3.8100 -3.7217 -1.7251 0.127
H -4.0456 -7.4452 -1.3846 0.087
H -4.8758 -6.1681 -0.4833 0.103
H -4.7637 -6.0662 -2.2388 0.094
H -1.7236 -7.3149 -0.6787 0.125
H 0.3385 -6.0483 -0.3226 0.109
H 1.3879 -5.7578 -1.9493 0.121
H 3.6215 -6.7637 -1.9661 0.122
C 1.7766 1.6295 -2.5744 -0.091
C 1.3330 2.9530 -2.6938 -0.078
C 0.5278 3.5248 -1.6931 -0.074
C 0.1569 2.7678 -0.5708 -0.241
Si -0.8424 3.5090 0.8184 0.729
C -1.1895 5.3285 0.5451 -0.235
C -2.5178 5.7840 0.4443 -0.081
C -2.7990 7.1318 0.1792 -0.077
C -1.7542 8.0520 0.0379 -0.083
C -0.4306 7.6208 0.1652 -0.078
C -0.1484 6.2684 0.4249 -0.101
C -2.4677 2.6178 0.9961 -0.265
C -3.0099 1.9863 -0.1304 -0.090
C -4.2146 1.2749 -0.0270 -0.086
C -4.8725 1.1871 1.2063 -0.090
C -4.3353 1.8186 2.3341 -0.079
C -3.1346 2.5413 2.2312 -0.088
C 0.0907 3.0708 2.4034 -0.375
C 1.3604 3.9330 2.6119 -0.172
C 2.3225 3.0301 3.4216 -0.161
C 1.7486 1.6062 3.3124 -0.200
N 0.5132 1.6699 2.4907 -0.080
C 0.5858 1.4334 -0.4689 -0.094
C 1.4086 0.8701 -1.4566 -0.094
H 2.4001 1.1918 -3.3519 0.099
H 1.6010 3.5486 -3.5665 0.104
H 0.1754 4.5576 -1.7893 0.102
H -3.3398 5.0710 0.5731 0.099
H -3.8366 7.4579 0.0864 0.105
H -1.9749 9.0995 -0.1626 0.105
H 0.3885 8.3303 0.0629 0.103
H 0.8888 5.9450 0.5310 0.095
H -2.4863 2.0501 -1.0903 0.104
H -4.6269 0.7954 -0.9120 0.097
H -5.8013 0.6282 1.2867 0.100
H -4.8394 1.7600 3.2954 0.102
H -2.7220 3.0393 3.1124 0.098
H -0.6626 3.2594 3.1957 0.099
H 1.8483 4.1431 1.6475 0.096
H 1.0973 4.8852 3.0931 0.116
H 3.3229 3.0492 2.9703 0.104
H 2.3877 3.3301 4.4777 0.108
H 2.4797 0.9475 2.8259 0.096
H 1.4782 1.1602 4.2896 0.110
H -0.2247 1.0708 2.8631 0.113
H 0.2971 0.8402 0.4022 0.083
H 1.7534 -0.1544 -1.3433 0.061

***

92
Properties=species:S:1:pos:R:3:lowdin_charge:R:1 method="wB97M-V/def2-TZVPD" e_homo_ha="-0.19024 / -0.29651" total_charge=0 spin_multiplicity=4 gap_ha="0.1581 / 0.1659" total_energy_ha=-4094.8785 e_above_lowest_ev=4.171
Co 0.2217 -0.2557 0.2711 0.541
C 2.1848 2.2239 -1.9460 -0.041
C 3.3967 1.4548 -1.4374 -0.329
C 4.1470 0.8391 -2.6312 -0.053
C 3.2527 0.3806 -0.3794 -0.240
C 4.4354 -0.1652 0.1424 -0.019
C 4.0408 -1.1564 1.0061 -0.053
N 2.7078 -1.1958 1.0050 -0.006
N 2.2132 -0.2691 0.1722 0.054
B 1.8666 -2.0833 1.9213 -0.533
N 0.9431 -1.2010 2.7591 -0.007
C 0.9429 -1.1602 4.0919 -0.054
C 0.0766 -0.1706 4.4845 -0.020
C -0.4451 0.3721 3.3003 -0.239
N 0.1079 -0.2782 2.2616 0.056
C -1.5016 1.4476 3.4442 -0.330
C -2.6997 0.8314 4.1867 -0.054
C -2.0037 2.2227 2.2337 -0.041
N 1.0405 -3.0673 1.0910 -0.030
C 1.1448 -4.3981 1.1938 -0.077
C 0.2604 -4.9642 0.3107 -0.017
C -0.3722 -3.8848 -0.3196 -0.255
N 0.1192 -2.7380 0.1719 0.137
C -1.4225 -4.1064 -1.3713 -0.347
C -0.9880 -3.5592 -2.7309 -0.037
C -2.7832 -3.5574 -0.9426 -0.040
H 2.5043 2.9029 -2.7352 0.090
H 1.4158 1.5810 -2.3501 0.059
H 1.7535 2.8225 -1.1590 0.039
H 4.0679 2.2053 -0.9955 0.140
H 3.6169 -0.0197 -3.0312 0.063
H 4.2416 1.5764 -3.4244 0.081
H 5.1391 0.5126 -2.3353 0.071
H 5.4373 0.1392 -0.0804 0.106
H 4.6218 -1.8315 1.5975 0.122
H 2.5801 -2.7003 2.6348 0.123
H 1.5355 -1.8341 4.6730 0.122
H -0.1470 0.1364 5.4857 0.106
H -1.0606 2.1941 4.1204 0.140
H -3.1113 -0.0121 3.6411 0.063
H -2.4043 0.4814 5.1711 0.071
H -3.4841 1.5758 4.2985 0.080
H -2.3945 1.5823 1.4558 0.059
H -2.8008 2.8936 2.5510 0.089
H -1.2166 2.8301 1.8149 0.039
H 1.8306 -4.8540 1.8765 0.112
H 0.0806 -6.0040 0.1282 0.098
H -1.5248 -5.1961 -1.4719 0.130
H -0.5916 -2.5580 -2.6299 0.041
H -0.2096 -4.1874 -3.1571 0.085
H -1.8325 -3.5396 -3.4157 0.084
H -2.6864 -2.5464 -0.5702 0.041
H -3.4702 -3.5590 -1.7857 0.083
H -3.2029 -4.1721 -0.1497 0.084
O -4.5310 -0.2317 -5.2615 0.005
N -3.3176 -0.0903 -5.1074 -0.387
O -2.5254 -0.1013 -6.0504 -0.004
C -2.8421 0.0496 -3.7935 -0.118
C -3.8094 0.1495 -2.7835 0.032
C -3.4831 0.0165 -1.4417 -0.150
C -4.4262 -0.1052 -0.3831 0.003
C -3.9850 -0.5079 0.8447 -0.054
C -2.6125 -0.7039 1.0772 -0.152
N -1.6936 -0.4239 0.1576 0.031
C -2.1148 -0.1192 -1.0810 -0.153
C -1.1143 -0.1341 -2.0902 -0.135
N 0.1249 -0.4172 -1.6400 0.032
C 1.0667 -0.7239 -2.5395 -0.145
C 0.8586 -0.5544 -3.8992 -0.043
C -0.3852 -0.1857 -4.3738 0.024
C -1.4556 -0.0660 -3.4650 -0.052
H -4.8377 0.2613 -3.0822 0.115
H -5.4716 0.0447 -0.5927 0.118
H -4.6814 -0.6822 1.6494 0.109
H -2.2639 -1.1025 2.0154 0.111
H 1.9911 -1.1283 -2.1601 0.115
H 1.6682 -0.7234 -4.5923 0.112
H -0.5644 -0.0697 -5.4283 0.100
Cl 1.9877 7.2404 2.0371 0.735
C 1.5705 5.6175 1.6208 -0.630
C 0.5954 5.3778 0.6474 -0.065
C 0.2653 4.0953 0.3193 0.022
C 0.8726 2.9421 0.9283 -0.345
O 0.4906 1.7970 0.5516 0.023
C 1.8737 3.2341 1.9258 -0.056
C 2.5956 2.2084 2.6499 -0.161
O 2.4832 1.0085 2.5559 0.100
C 2.1931 4.5603 2.2423 -0.035
H 0.1112 6.2101 0.1613 0.117
H -0.4857 3.8980 -0.4301 0.142
H 3.3314 2.6305 3.3690 0.134
H 2.9486 4.7483 2.9948 0.119